Here is a cluster of 2 separate species, C4H12O2S in total in a non-equilibrium geometry from OMol25. Energies are from ωB97M-V/def2-TZVPD.

The calculation puts the HOMO energy at -8.486 eV. As for the SMILES: CSCCCO.O. For the electronic energy, the calculation gives -708.2383 Eh.

Structure (ORCA input):
```
! wB97M-V def2-TZVPD RIJCOSX def2/J DEFGRID3
* xyz 0 1
S -0.3387 -2.2465 -1.4213
O 0.5590 1.5983 0.9328
O -1.3095 4.3273 0.4820
C 0.2062 -1.1036 -0.1345
C -0.8422 -0.1094 0.3878
C 1.2144 -2.8591 -2.1837
C -0.4178 0.7419 1.5403
H 1.3309 1.8766 1.4685
H -1.7844 -0.6048 0.6916
H -2.1358 3.7937 0.5102
H 1.0954 -0.5797 -0.5350
H 0.5342 -1.7088 0.7324
H -0.5842 3.6626 0.5024
H -1.0827 0.6010 -0.4264
H -1.2305 1.3173 2.0239
H 1.1808 -3.4345 -3.1241
H 0.0783 0.1369 2.3234
H 1.8033 -1.9420 -2.3533
H 1.7234 -3.4672 -1.4171
*
```

Löwdin population analysis, charges in e, atoms 1 to 2: 0.760, -0.105

---

Here is a structure of composition C4H12O2Sn in a non-equilibrium geometry from OMol25. Energies are from ωB97M-V/def2-TZVPD.

The calculation puts the HOMO energy at -19.195 eV. For the electronic energy, the calculation gives -523.5817 Eh.

Structure (ORCA input):
```
! wB97M-V def2-TZVPD RIJCOSX def2/J DEFGRID3
* xyz 2 1
Sn 0.8580 -1.1187 -1.2556
O 1.9111 0.2438 -0.5850
O -1.0544 -0.3704 -1.2968
C 2.1174 1.0361 1.6213
C 2.8172 0.1236 0.5249
C -3.1777 -1.2600 -0.5631
C -2.2779 -0.0711 -0.6970
H -2.6094 0.7944 -1.2708
H 1.8675 1.1807 -0.7900
H 1.5744 1.8887 1.2134
H -2.1911 0.4475 0.2577
H -3.1045 -1.9218 -1.4261
H 1.2903 0.5002 2.0868
H -2.8510 -1.8745 0.2758
H -4.2238 -0.9963 -0.4077
H 2.7868 1.4789 2.3588
H 3.8235 0.4838 0.3108
H -0.3864 0.3191 -1.2977
H 2.8301 -0.8840 0.9405
*
```

Löwdin population analysis, charges in e, atoms 1 to 2: 1.701, -0.324

---

Here is a cluster of 2 separate species, C4H12O3 in total in a non-equilibrium geometry from OMol25. Energies are from ωB97M-V/def2-TZVPD.

The calculation puts the HOMO energy at -9.749 eV. As for the SMILES: OCCCCO.O. For the electronic energy, the calculation gives -385.2568 Eh.

Structure (ORCA input):
```
! wB97M-V def2-TZVPD RIJCOSX def2/J DEFGRID3
* xyz 0 1
O 1.0400 -2.4310 -3.0356
O 0.5936 -0.2941 2.7975
O -1.6213 0.3779 -1.2880
C -0.4696 0.5060 2.3287
C 0.1951 1.2689 1.1864
C -0.2206 0.7382 -1.2451
C 0.4718 0.3176 0.0280
H 0.1228 -2.4125 -3.4956
H -0.0588 -0.6683 0.2746
H 0.0512 0.2225 -2.1743
H -0.9039 1.2060 3.0621
H 1.1119 1.6689 1.6789
H -1.2418 -0.1500 1.9602
H -2.0642 0.7322 -2.0421
H -0.2997 2.1614 0.8212
H 1.7032 -2.5163 -3.7482
H 0.5857 -0.2334 3.7499
H -0.3628 1.8291 -1.3703
H 1.3980 -0.0460 -0.2967
*
```

Löwdin population analysis, charges in e, atoms 1 to 2: -0.110, -0.066

---

Here is a cluster of 4 separate species, C4H12O3 in total in a non-equilibrium geometry from OMol25. Energies are from ωB97M-V/def2-TZVPD.

The calculation puts the HOMO energy at -8.718 eV. As for the SMILES: C=CC=C.O.O.O. For the electronic energy, the calculation gives -385.2503 Eh.

Structure (ORCA input):
```
! wB97M-V def2-TZVPD RIJCOSX def2/J DEFGRID3
* xyz 0 1
O -1.5429 0.0858 -4.1867
O 0.8517 -3.1858 -0.3481
O 1.1259 -0.2906 -1.4189
C -0.7338 0.8477 2.0151
C 1.0304 2.5964 2.3235
C -1.0366 -0.4237 1.7237
C 0.6337 1.3546 2.0242
H 0.5717 -0.8686 -0.8672
H -2.4668 -0.0405 -4.4605
H -1.0576 -0.2943 -4.9169
H -2.0722 -0.7296 1.7400
H 1.7485 -3.4520 -0.5236
H -0.2533 -1.1724 1.6754
H 1.2730 0.8235 1.3128
H 0.5847 -2.6380 -1.0767
H -1.5011 1.4930 2.4430
H 2.0118 2.9106 2.0085
H 0.6083 -0.2102 -2.2146
H 0.2246 3.1940 2.7471
*
```

Löwdin population analysis, charges in e, atoms 1 to 2: -0.058, -0.039

---

Here is a cluster of 3 separate species, C4H12O3 in total in a non-equilibrium geometry from OMol25. Energies are from ωB97M-V/def2-TZVPD.

The calculation puts the HOMO energy at -9.566 eV. As for the SMILES: CCCC=O.O.O. For the electronic energy, the calculation gives -385.2587 Eh.

Structure (ORCA input):
```
! wB97M-V def2-TZVPD RIJCOSX def2/J DEFGRID3
* xyz 0 1
O -1.3978 -2.2266 1.0502
O -2.3606 1.8971 -0.3075
O 3.3796 -1.0619 1.3704
C -1.8661 -1.3286 0.4955
C 1.2764 0.6118 -0.6069
C 0.3482 -0.2655 0.2668
C -0.9935 -0.4838 -0.3248
H 0.7646 1.5597 -0.9980
H 0.8053 -1.2570 0.3848
H -2.0111 2.7110 -0.6691
H 3.9064 -0.3517 1.0603
H -1.3373 0.5456 -0.4365
H 1.3825 0.1303 -1.5298
H -0.9758 -0.9737 -1.3490
H 2.5453 -1.1290 0.8266
H -2.9597 1.5628 -0.9654
H 0.2916 0.1223 1.2856
H 2.1953 0.8796 -0.0378
H -2.9933 -0.9425 0.4847
*
```

Löwdin population analysis, charges in e, atoms 1 to 2: 0.105, -0.043

---

Here is a cluster of 3 separate species, C4H12O3 in total in a non-equilibrium geometry from OMol25. Energies are from ωB97M-V/def2-TZVPD.

The calculation puts the HOMO energy at -10.207 eV. As for the SMILES: CC(C)C=O.O.O. For the electronic energy, the calculation gives -385.2761 Eh.

Structure (ORCA input):
```
! wB97M-V def2-TZVPD RIJCOSX def2/J DEFGRID3
* xyz 0 1
O -1.3301 -2.6601 -1.0353
O -4.0179 -1.1373 0.0758
O 0.8472 -0.8000 0.4809
C 2.1818 1.7110 1.2976
C 1.0901 1.5789 0.2109
C 1.7859 1.6513 -1.1349
C 0.3519 0.3066 0.5638
H 0.3006 2.3551 0.2968
H 1.9991 2.2808 2.1834
H -4.6392 -1.4978 -0.4695
H -3.1644 -1.5893 -0.2161
H 2.3131 2.5104 -1.2634
H 3.0795 2.1585 0.9125
H 2.6468 0.6798 1.5266
H -0.4854 -2.3305 -0.6775
H 2.2437 0.6746 -1.4494
H -0.5866 0.4540 1.1504
H -1.1266 -2.2092 -1.8935
H 0.9670 1.8060 -1.8965
*
```

Löwdin population analysis, charges in e, atoms 1 to 2: -0.074, -0.053

---

Here is a cluster of 3 separate species, C4H12O3S in total in a non-equilibrium geometry from OMol25. Energies are from ωB97M-V/def2-TZVPD.

The calculation puts the HOMO energy at -8.936 eV. As for the SMILES: O=CCCCS.O.O. For the electronic energy, the calculation gives -783.4628 Eh.

Structure (ORCA input):
```
! wB97M-V def2-TZVPD RIJCOSX def2/J DEFGRID3
* xyz 0 1
S 2.4436 -0.7997 -0.3481
O 3.6541 4.2185 -0.2754
O 0.2580 0.5336 -3.4681
O -4.5052 -3.2928 3.6427
C -0.5854 0.2796 -2.6474
C -0.3873 -0.7523 -1.5665
C 0.9752 -0.4554 0.6522
C -0.1898 0.0452 -0.2054
H -5.4407 -3.3714 3.8526
H 1.2974 0.2997 1.3717
H -1.5770 0.7644 -2.7043
H -1.2834 -1.3799 -1.4555
H 4.1556 4.9721 0.0474
H 3.1842 4.0182 0.5402
H -0.3034 1.1282 -0.3386
H -4.2023 -3.5267 4.5192
H 0.5057 -1.3311 -1.7966
H -1.1423 -0.2324 0.2593
H 2.4834 0.2647 -1.1699
H 0.6596 -1.3825 1.0904
*
```

Löwdin population analysis, charges in e, atoms 1 to 2: 0.708, -0.059

---

Here is a cluster of 4 separate species, C4H12O4 in total in a non-equilibrium geometry from OMol25. Energies are from ωB97M-V/def2-TZVPD.

The calculation puts the HOMO energy at -8.227 eV. As for the SMILES: C=C/C=C/O.O.O.O. For the electronic energy, the calculation gives -460.5039 Eh.

Structure (ORCA input):
```
! wB97M-V def2-TZVPD RIJCOSX def2/J DEFGRID3
* xyz 0 1
O -4.1998 2.6175 1.7250
O 2.5145 2.3872 -0.6467
O -2.9478 -0.0104 -1.3304
O 0.0530 -0.1479 -1.6444
C 1.3936 -1.1785 -0.0745
C 0.3195 -1.2269 -0.8702
C 2.7112 -2.0683 1.8264
C 1.7367 -2.1728 0.9389
H 3.4741 -1.3068 1.9372
H -3.7576 3.4418 1.9741
H -3.3524 0.7643 -0.8804
H -2.3272 -0.2910 -0.6537
H 2.0817 -0.3417 -0.1586
H -0.3054 -2.1124 -0.9091
H -4.1096 2.1136 2.5330
H 2.8605 -2.7937 2.6140
H 1.6394 2.3340 -0.2934
H 3.1775 2.3475 0.0441
H -0.5762 -0.2996 -2.3569
H 1.0016 -2.9750 0.9711
*
```

Löwdin population analysis, charges in e, atoms 1 to 2: -0.059, -0.047

---

Here is a cluster of 2 separate species, C4H12OS in total in a non-equilibrium geometry from OMol25. Energies are from ωB97M-V/def2-TZVPD.

The calculation puts the HOMO energy at -9.134 eV. As for the SMILES: CCO.CCS. For the electronic energy, the calculation gives -632.9394 Eh.

Structure (ORCA input):
```
! wB97M-V def2-TZVPD RIJCOSX def2/J DEFGRID3
* xyz 0 1
S -2.3806 1.9291 -4.1171
O 3.5850 -1.1830 5.4581
C 3.7879 -0.1334 4.3906
C -2.5725 0.1506 -4.7162
C -3.9644 -0.3484 -4.8213
C 2.3617 0.1495 4.0105
H -1.7840 0.1704 -5.5650
H -2.1712 1.7730 -2.7625
H -4.6111 0.2669 -5.5094
H -4.4051 -0.2536 -3.7881
H -1.9181 -0.5306 -4.0719
H 1.8291 0.3611 4.9077
H 4.3234 -0.5591 3.5612
H 3.2856 -0.8329 6.2438
H 2.1344 0.6831 3.1518
H 4.4335 0.6137 5.1005
H 2.0352 -0.9068 3.8731
H -3.9689 -1.3496 -5.3459
*
```

Löwdin population analysis, charges in e, atoms 1 to 2: 0.609, -0.129

---

Here is a cluster of 2 separate species, C4H12OS in total in a non-equilibrium geometry from OMol25. Energies are from ωB97M-V/def2-TZVPD.

The calculation puts the HOMO energy at -8.388 eV. As for the SMILES: CCCSC.O. For the electronic energy, the calculation gives -632.9908 Eh.

Structure (ORCA input):
```
! wB97M-V def2-TZVPD RIJCOSX def2/J DEFGRID3
* xyz 0 1
S 1.9664 0.4958 -1.4809
O -3.0711 -3.0627 0.2322
C 0.3258 0.2835 -0.6006
C 1.8622 2.2554 -1.7698
C 0.6962 0.0551 0.8622
C -0.2986 -0.7817 1.6607
H -0.0522 -0.9597 2.7537
H 1.6740 -0.4867 0.8511
H -0.4308 -1.7075 1.1045
H -3.1415 -2.5406 1.0438
H -1.3250 -0.3224 1.7266
H -3.9100 -2.9615 -0.2264
H -0.4077 1.2268 -0.7196
H -0.2454 -0.4650 -1.2020
H 0.8246 2.5770 -1.8475
H 2.3196 2.8827 -1.0122
H 2.3920 2.5033 -2.7214
H 0.8215 1.0082 1.3457
*
```

Löwdin population analysis, charges in e, atoms 1 to 2: 0.782, -0.066

---

Relative energy (zero: lowest compared OMol25 entry of this formula, charge and spin), respectively: 0.5607 2.5366 1.7683 1.9452 1.7162 1.2431 0.6372 2.1432 2.3870 0.9875 eV.